Record 1
# C4H9N2O

2 unconnected molecules or ions with the total composition C4H9N2O in a non-equilibrium geometry (the ωB97M-V functional and the def2-TZVPD basis, the Open Molecules 2025 dataset).

The geometry in XYZ format:
```
16
Properties=species:S:1:pos:R:3:forces:R:3:nbo_charge:R:1
C -1.238179 1.793600 1.261241 0.05 1.20 -3.73 -0.216
C -0.062447 0.946312 1.141045 0.96 0.24 -2.62 -0.232
C 2.093978 -1.567927 -1.411512 3.29 -1.23 0.98 -0.737
C 0.796642 -1.158856 -1.281002 -6.22 -0.27 -1.86 0.339
N -0.357762 -1.012783 -1.465851 2.44 0.63 1.44 0.152
N -1.428065 0.406388 1.024075 -0.83 -2.28 -0.22 -0.532
O -1.511284 -0.565460 -1.345423 -0.30 -0.36 -0.60 -0.485
H -1.539211 2.241147 2.101094 -1.01 0.92 3.63 0.239
H -1.595967 2.395474 0.416197 0.65 -0.21 0.13 0.239
H 0.683046 0.729596 1.907751 -0.81 -0.25 0.07 0.265
H 2.544317 -1.416577 -2.375358 -0.01 0.56 -0.50 0.289
H 2.322913 -2.631142 -1.168837 -0.53 0.73 0.24 0.289
H 2.520298 -0.899232 -0.660721 1.30 -0.32 -0.08 0.267
H 0.279671 0.924395 0.080245 0.49 0.29 1.28 0.225
H -1.786789 -0.175036 1.743013 -0.28 -0.38 1.11 0.428
H -1.721161 -0.009899 0.034043 0.81 0.72 0.75 0.469
```
Positions in Å, forces in eV/Å.

Properties
- Kohn-Sham gap (eV) = 11.0
- HOMO energy (eV) = -14.2
- total charge = +1
- F_max (Eh/bohr) = 0.12646

---

Record 2
# C4H9N2O

2 unconnected molecules or ions with the total composition C4H9N2O in a non-equilibrium geometry (the ωB97M-V functional and the def2-TZVPD basis, the Open Molecules 2025 dataset).

The geometry in XYZ format:
```
16
Properties=species:S:1:pos:R:3:forces:R:3:nbo_charge:R:1
C -0.645793 -1.088022 -1.940438 -1.66 1.13 -0.03 -0.644
C -0.498335 0.151207 -1.099620 2.36 -0.84 0.34 0.153
C 0.396870 1.151564 -1.339830 -0.50 0.15 0.03 -0.047
N 0.759394 1.693268 -0.125943 0.00 0.69 -0.60 -0.467
C 0.184256 1.014544 0.860238 -0.09 0.20 -0.36 0.264
N -0.593141 0.122264 0.281401 -0.36 -0.87 0.63 -0.444
H -0.331776 -2.010978 -1.476760 0.36 0.03 0.34 0.249
H -0.109305 -0.891816 -2.850189 0.19 -0.24 -0.43 0.247
H -1.697670 -1.180608 -2.173979 -0.29 -0.40 -0.38 0.243
H 0.871134 1.476134 -2.249375 -0.18 0.05 -0.06 0.255
H 1.157289 2.621969 -0.092167 0.45 -0.24 0.53 0.456
H 0.423934 1.038624 1.908260 -0.37 0.41 0.04 0.260
H -1.066450 -0.587216 0.830310 0.14 -0.09 -0.10 0.465
H 1.164357 -1.190619 2.970828 -0.27 -0.18 0.26 0.486
H -0.227481 -1.004810 3.647026 0.19 -0.14 0.24 0.489
O 0.212722 -1.315507 2.850232 0.02 0.33 -0.45 -0.966
```
Positions in Å, forces in eV/Å.

Properties
- Kohn-Sham gap (eV) = 10.9
- HOMO energy (eV) = -14.1
- total charge = +1
- F_max (Eh/bohr) = 0.04918

---

Record 3
# C4H9N2O

A gas-phase ion, C4H9N2O (charge +1) in a non-equilibrium geometry (the ωB97M-V functional and the def2-TZVPD basis, the Open Molecules 2025 dataset).

The geometry in XYZ format:
```
16
Properties=species:S:1:pos:R:3:forces:R:3:nbo_charge:R:1
C 1.917639 -0.541156 -0.221872 -0.29 0.16 0.19 0.157
N 1.660631 0.337040 0.687282 0.67 0.04 -0.39 -0.432
C 0.466239 0.224972 1.457058 -0.97 -0.18 0.49 -0.315
C -0.731990 0.220548 0.465335 0.81 -0.05 -0.37 0.573
O -1.907023 0.612880 0.935004 -0.61 0.01 -0.04 -0.638
N -0.478074 -0.163218 -0.697225 0.79 0.05 0.73 -0.482
C -1.354000 -0.296689 -1.816442 -0.55 0.00 -0.23 -0.442
H 2.658714 -0.334881 -0.979385 0.08 0.12 -0.03 0.237
H 1.491342 -1.530145 -0.161990 -0.04 0.02 0.10 0.237
H 2.091348 1.256916 0.628862 -0.02 -0.21 -0.08 0.440
H 0.386578 1.045390 2.173318 0.13 -0.12 -0.08 0.244
H 0.437666 -0.729308 1.994707 0.09 0.18 0.03 0.253
H -1.912382 0.897975 1.858896 0.15 -0.06 -0.10 0.507
H -0.749322 -0.551737 -2.683403 -0.19 0.02 -0.07 0.216
H -1.888276 0.636277 -1.998178 -0.06 -0.01 -0.09 0.222
H -2.089092 -1.084862 -1.641965 -0.01 0.02 -0.06 0.223
```
Positions in Å, forces in eV/Å.

Properties
- Kohn-Sham gap (eV) = 9.7
- HOMO energy (eV) = -14.3
- total charge = +1
- F_max (Eh/bohr) = 0.02138
- structure (SMILES) = C=[NH+]C/C(O)=N/C

---

Record 4
# C4H9N2O

2 unconnected molecules or ions with the total composition C4H9N2O in a non-equilibrium geometry (the ωB97M-V functional and the def2-TZVPD basis, the Open Molecules 2025 dataset).

The geometry in XYZ format:
```
16
Properties=species:S:1:pos:R:3:forces:R:3:nbo_charge:R:1
C -1.243281 1.306803 -0.948141 0.73 0.67 -0.25 -0.662
C -0.137746 0.755954 -0.111671 -0.74 0.61 0.23 0.213
C 1.228688 0.954262 -0.111203 -2.53 0.19 0.61 -0.094
N 1.685701 0.166495 0.926097 -0.33 0.92 0.32 -0.445
C 0.668683 -0.401007 1.565143 1.21 -0.24 -0.29 0.264
N -0.466621 -0.017379 0.987189 1.54 -1.24 0.01 -0.455
H -1.205683 2.401120 -0.967147 0.05 -0.11 0.08 0.255
H -2.228249 1.039440 -0.577073 0.05 -0.27 -0.11 0.240
H -1.067803 0.989190 -1.971725 -0.40 -0.18 -0.12 0.260
H 1.620375 1.886969 -0.479282 0.96 -0.52 -0.39 0.265
H 2.591319 0.247550 1.337795 0.65 -0.25 0.00 0.449
H 0.887969 -1.159550 2.297422 -0.68 0.07 0.31 0.251
H -1.274006 -0.598057 1.161875 -0.46 0.47 -0.36 0.455
H 0.368294 -2.782333 -1.154035 0.21 0.01 -0.08 0.487
H -1.115322 -2.640910 -1.044133 -0.65 -0.28 -0.15 0.482
O -0.312311 -2.148554 -0.911115 0.42 0.15 0.19 -0.966
```
Positions in Å, forces in eV/Å.

Properties
- Kohn-Sham gap (eV) = 10.7
- HOMO energy (eV) = -13.8
- total charge = +1
- F_max (Eh/bohr) = 0.05081

---

Record 5
# C4H9N2O

A gas-phase ion, C4H9N2O (charge +1) in a non-equilibrium geometry (the ωB97M-V functional and the def2-TZVPD basis, the Open Molecules 2025 dataset).

The geometry in XYZ format:
```
16
Properties=species:S:1:pos:R:3:forces:R:3:nbo_charge:R:1
C -0.194364 0.994543 -0.544834 -0.14 -1.07 0.92 0.567
C -1.162298 0.022714 1.449893 -0.63 -0.48 0.14 0.084
C 0.282098 1.793141 -1.633451 0.15 0.46 -0.53 -0.775
C 1.147027 -2.214639 0.051258 1.05 -0.75 0.33 -0.508
N -0.047678 -1.498995 0.190733 -1.89 1.96 -0.86 0.015
N -0.860584 1.159643 0.509738 0.05 -0.10 0.00 -0.546
O -0.152551 -0.912576 1.397153 0.91 -0.28 0.51 -0.309
H -1.190983 0.411080 2.474277 0.05 -0.08 -0.34 0.231
H -2.136424 -0.390240 1.153207 0.28 0.07 0.02 0.220
H -0.002179 2.849205 -1.574681 -0.02 -0.05 0.03 0.260
H -0.085481 1.361832 -2.567595 -0.04 0.01 -0.01 0.299
H 1.370960 1.706131 -1.678058 -0.01 0.02 0.04 0.295
H 1.625905 -1.956222 -0.897419 -0.07 0.13 0.09 0.248
H 1.831395 -2.081038 0.891731 0.02 -0.02 -0.10 0.227
H 0.872349 -3.272524 -0.056621 0.06 0.03 0.13 0.257
H -1.297194 2.027943 0.834670 0.26 0.13 -0.38 0.434
```
Positions in Å, forces in eV/Å.

Properties
- Kohn-Sham gap (alpha / beta) (eV) = 7.4 / 9.7
- HOMO energy (alpha / beta) (eV) = -13.2 / -14.1
- total charge = +1
- F_max (Eh/bohr) = 0.05544

---

Record 6
# C4H9N2O

2 unconnected molecules or ions with the total composition C4H9N2O in a non-equilibrium geometry (the ωB97M-V functional and the def2-TZVPD basis, the Open Molecules 2025 dataset).

The geometry in XYZ format:
```
16
Properties=species:S:1:pos:R:3:forces:R:3:nbo_charge:R:1
C -2.563331 0.389076 -0.049780 0.41 -1.49 0.17 0.292
C 3.146346 0.638355 0.298777 -0.41 1.87 1.22 -0.457
C 2.659967 -0.686445 -0.071569 -1.46 -4.25 1.11 -0.535
C 1.920046 0.446084 -0.458873 0.65 -1.40 1.83 0.358
N -3.763106 -0.051107 -0.493892 2.46 -2.22 1.13 -0.746
N -1.622030 -0.404354 0.427298 -2.81 0.96 -1.19 -0.144
O -0.464457 0.088746 0.731935 1.91 -0.17 0.63 -0.602
H -2.339252 1.414799 -0.114701 0.44 1.05 -0.21 0.213
H 3.081965 0.990044 1.353497 -0.14 -0.54 -0.71 0.306
H 3.912480 1.163453 -0.220204 0.67 0.36 -0.48 0.277
H 2.950444 -1.346135 -0.903450 0.46 0.54 0.11 0.292
H 2.231266 -1.455965 0.729686 0.80 2.06 -1.29 0.333
H 1.243734 0.549497 -1.220711 -1.50 1.09 -1.59 0.247
H -4.473417 0.595139 -0.554737 -1.87 1.46 -0.13 0.412
H -3.972134 -0.957403 -0.079105 -0.72 0.24 -0.59 0.393
H -1.948520 -1.373787 0.625834 1.13 0.44 -0.01 0.361
```
Positions in Å, forces in eV/Å.

Properties
- Kohn-Sham gap (alpha / beta) (eV) = 5.8 / 5.7
- HOMO energy (alpha / beta) (eV) = -11.8 / -11.7
- total charge = +1
- F_max (Eh/bohr) = 0.08995

---

Record 7
# C4H9N2O

2 unconnected molecules or ions with the total composition C4H9N2O in a non-equilibrium geometry (the ωB97M-V functional and the def2-TZVPD basis, the Open Molecules 2025 dataset).

The geometry in XYZ format:
```
16
Properties=species:S:1:pos:R:3:forces:R:3:mulliken_spin:R:1
C 2.256601 -0.282978 -0.128358 3.99 1.09 -1.59 0.082
C -2.730738 -0.456821 0.526302 -0.05 0.94 -0.91 0.021
C -2.372104 0.684122 -0.523793 -0.97 -0.82 0.59 0.030
C -1.700788 -0.558979 -0.434036 1.70 -3.36 -2.23 0.807
N 3.548387 0.146258 -0.227265 -1.61 -1.34 -0.35 0.155
N 1.339059 0.309111 0.582168 -1.50 -0.08 2.22 0.065
O 0.181727 -0.195922 0.905444 2.11 0.42 -0.44 0.719
H 2.001810 -1.015489 -0.832988 -0.69 -1.28 -0.52 0.002
H -2.420813 -0.221007 1.492362 0.45 0.71 1.71 0.039
H -3.628317 -0.997913 0.547878 -1.16 -0.75 -0.53 0.028
H -2.960482 0.873906 -1.375463 -0.96 0.05 -0.95 0.038
H -2.098223 1.579029 -0.056689 0.94 1.21 0.74 0.032
H -1.335819 -1.412167 -1.110523 -0.85 1.77 0.91 -0.001
H 4.214974 -0.267867 -0.886650 -1.00 -0.31 0.00 -0.007
H 4.086281 0.722342 0.383463 -0.50 0.85 0.94 -0.005
H 1.618445 1.094375 1.138146 0.09 0.90 0.42 -0.003
```
Positions in Å, forces in eV/Å.

Properties
- Kohn-Sham gap (alpha / beta) (eV) = 5.4 / 5.9
- 2S+1 = 3
- HOMO energy (alpha / beta) (eV) = -10.3 / -13.2
- total charge = +1
- F_max (Eh/bohr) = 0.08619

---

Record 8
# C4H9N2O

2 unconnected molecules or ions with the total composition C4H9N2O in a non-equilibrium geometry (the ωB97M-V functional and the def2-TZVPD basis, the Open Molecules 2025 dataset).

The geometry in XYZ format:
```
16
Properties=species:S:1:pos:R:3:forces:R:3:mulliken_spin:R:1
C -1.064134 -1.644831 0.833356 1.50 -0.93 -0.03 0.044
C -0.842623 -1.059761 -0.461558 -1.72 2.76 1.00 0.321
C 0.264896 -1.014990 -1.303057 0.09 -0.50 -3.09 0.374
N -0.103122 -0.416667 -2.526538 2.43 0.91 1.42 -0.030
C -1.342450 0.054656 -2.294524 -2.76 -0.10 -2.36 0.245
N -1.773724 -0.213684 -1.087341 0.76 -2.82 2.09 -0.049
H -0.842352 -2.726863 0.680130 0.29 0.32 0.67 0.035
H -2.044912 -1.569598 1.216092 -1.28 0.33 0.16 -0.001
H -0.380847 -1.192403 1.616284 -0.15 -0.61 -0.73 0.051
H 1.065311 -1.692209 -1.231173 1.59 -0.21 0.11 0.007
H 0.649971 -0.091024 -3.289789 -2.32 -1.01 1.67 -0.001
H -2.219275 0.239377 -2.966650 1.67 0.85 -0.45 0.007
H -2.740754 -0.377490 -0.784462 -0.11 1.03 -0.43 -0.001
H 4.189406 3.298112 3.318490 -1.62 2.55 2.43 0.000
H 3.587959 4.682624 4.214803 0.81 -0.48 -0.91 0.000
O 3.596648 3.724750 4.065936 0.82 -2.08 -1.55 0.000
```
Positions in Å, forces in eV/Å.

Properties
- Kohn-Sham gap (alpha / beta) (eV) = 4.7 / 0.8
- 2S+1 = 2
- HOMO energy (alpha / beta) (eV) = -14.8 / -14.8
- total charge = +2
- F_max (Eh/bohr) = 0.07546

---

Record 9
# C4H9N2O2

A gas-phase ion, C4H9N2O2 (charge -1) in a non-equilibrium geometry (the ωB97M-V functional and the def2-TZVPD basis, the Open Molecules 2025 dataset).

The geometry in XYZ format:
```
17
Properties=species:S:1:pos:R:3:forces:R:3:nbo_charge:R:1
N -0.590410 1.977329 1.372989 0.05 -0.29 -0.17 -0.844
C 0.383115 1.574056 0.307279 -0.91 1.10 0.51 -0.221
C -0.108582 0.429602 -0.532512 0.30 -0.91 -0.71 -0.443
C -0.134274 -1.006128 0.047149 0.60 0.46 -0.31 -0.159
N 1.188690 -1.428384 0.487818 -1.03 -0.79 0.03 -0.887
C -0.613308 -1.892018 -1.179076 0.52 0.64 0.28 0.767
O -1.781190 -1.658622 -1.521483 -0.74 -0.24 -0.09 -0.783
O 0.263771 -2.572864 -1.751592 0.01 -0.03 0.26 -0.784
H -0.811635 1.093209 1.816122 -0.01 -0.05 0.47 0.340
H -1.491987 2.225098 0.977656 0.10 0.16 -0.38 0.338
H 1.299847 1.476622 0.892314 0.29 -0.56 -0.56 0.179
H 0.525539 2.415241 -0.385845 0.07 0.09 0.38 0.176
H -1.107002 0.643830 -0.913251 -0.18 0.20 0.14 0.220
H 0.498063 0.335588 -1.438188 0.25 0.17 -0.04 0.202
H -0.859764 -1.003724 0.872792 0.11 -0.49 -0.07 0.163
H 1.574928 -0.918054 1.251935 0.53 0.39 -0.05 0.342
H 1.764199 -1.690783 -0.304107 0.04 0.15 0.30 0.394
```
Positions in Å, forces in eV/Å.

Properties
- Kohn-Sham gap (eV) = 8.0
- HOMO energy (eV) = -4.1
- total charge = -1
- F_max (Eh/bohr) = 0.02948
- structure (SMILES) = NCC[C@H](N)C(=O)[O-]

---

Record 10
# C4H9N2O2

A molecular structure, C4H9N2O2 in a non-equilibrium geometry (the ωB97M-V functional and the def2-TZVPD basis, the Open Molecules 2025 dataset).

The geometry in XYZ format:
```
17
Properties=species:S:1:pos:R:3:forces:R:3:nbo_charge:R:1
O 1.993125 -0.830737 -1.156943 0.30 0.00 -0.12 -0.622
C 1.719841 -0.129965 -0.194969 0.20 0.01 -0.44 0.542
N 0.524086 0.351114 0.113726 0.55 0.16 0.00 -0.578
C -0.666448 0.064354 -0.692489 0.70 0.28 0.38 -0.414
C 2.810053 0.140699 0.865611 0.85 -1.62 -0.44 0.115
N 2.650374 0.809134 1.949605 1.02 1.05 -1.38 -0.690
C -3.700767 -0.443258 0.230332 -0.46 0.05 -0.33 -0.193
O -3.818197 0.118678 -0.985560 0.10 0.03 0.02 -0.978
H 0.524481 0.732531 1.043708 -0.72 0.24 0.17 0.404
H -0.440248 0.297551 -1.728606 -0.13 0.01 -0.02 0.206
H -1.489101 0.646704 -0.322275 -0.45 0.10 -0.15 0.259
H -0.876130 -0.984962 -0.587709 -0.41 -0.40 -0.15 0.210
H 3.753078 -0.364476 0.572352 -0.32 -0.73 0.41 0.155
H 2.549726 1.536419 1.130631 -1.67 0.91 1.60 0.391
H -3.240587 -1.468101 0.213535 0.14 -0.03 0.21 0.067
H -3.092496 0.166461 0.946260 0.22 -0.09 0.34 0.053
H -4.667325 -0.599305 0.794824 0.08 0.03 -0.10 0.075
```
Positions in Å, forces in eV/Å.

Properties
- Kohn-Sham gap (eV) = 4.6
- HOMO energy (eV) = -2.3
- total charge = -1
- F_max (Eh/bohr) = 0.04832

---

Record order is preserved below.
Energy above the lowest of the compared OMol25 structures with the same formula, charge and spin: 535.5 60.5 209.3 67.5 610.4 724.1 311.4 218.6 59.1 519.4 kJ/mol